43
Properties=species:S:1:pos:R:3:forces:R:3 method="wB97M-V/def2-TZVPD" total_charge=+2 e_above_lowest_ev=1.166 homo_lumo_gap_ha="0.2373 / 0.2556" s2=8.838 lumo_ha="-0.294 / -0.333" spin_multiplicity=6 energy_ev=-83673.5767
Fe -0.364 0.143 -0.038 -0.82 -2.16 2.82
P 1.827 -0.376 0.191 2.24 -0.04 -0.08
C 2.094 -0.724 -1.534 -0.01 -0.60 -0.33
C 0.948 -1.244 -2.192 -0.53 -0.11 -0.20
N -0.308 -0.978 -1.605 0.75 -1.35 -1.91
C -1.446 -1.378 -2.216 0.46 0.04 0.59
C -1.364 -2.277 -3.272 -0.48 0.13 -0.20
C -0.135 -2.587 -3.863 -0.44 -0.04 -0.09
C 1.028 -2.017 -3.380 0.26 0.47 0.32
C -2.757 -0.820 -1.632 0.66 -0.62 -0.10
P -2.404 0.719 -0.706 -1.00 1.49 -1.82
H 1.999 -2.152 -3.884 -0.61 0.00 0.38
H -2.307 -2.685 -3.620 0.24 -0.05 -0.32
H -0.112 -3.242 -4.732 0.02 0.11 0.21
H -3.480 -0.582 -2.424 0.05 -0.41 0.20
H -3.166 -1.538 -0.902 -0.11 0.09 -0.45
H 2.122 1.169 -2.810 -0.15 -0.94 0.00
H 3.074 -0.829 -1.999 -0.18 -0.01 0.06
H 1.281 2.745 -1.713 0.12 0.43 0.12
O 2.308 2.060 -3.075 0.89 0.75 0.19
H 3.285 2.125 -3.003 -0.76 0.19 -0.24
H 0.179 1.361 -0.448 1.25 2.81 -0.97
O 0.746 2.976 -0.922 -0.67 -0.85 -0.74
H 1.312 3.419 -0.306 0.59 0.56 0.52
C -2.464 2.032 -1.985 -0.27 -0.12 0.15
H -3.450 1.944 -2.472 0.36 0.25 0.04
H -2.367 3.017 -1.498 -0.01 -0.38 -0.25
H -1.657 1.908 -2.728 -0.37 0.03 0.38
C -3.770 0.988 0.436 0.17 -0.09 0.26
H -3.454 1.731 1.184 -0.33 -0.01 -0.35
H -4.666 1.295 -0.129 0.32 -0.07 0.38
H -3.947 0.055 0.985 -0.14 0.15 -0.12
C 2.041 -2.058 0.906 -0.50 -0.27 0.02
H 3.112 -2.300 0.937 -0.24 0.24 0.15
H 1.555 -2.159 1.890 0.41 0.11 -0.34
H 1.580 -2.768 0.209 -0.05 0.07 0.19
C 3.188 0.625 0.908 -0.27 0.21 -0.17
H 2.893 0.925 1.923 0.08 -0.14 -0.22
H 4.132 0.059 0.959 -0.46 0.06 -0.08
H 3.347 1.536 0.316 -0.09 -0.22 0.13
S -0.524 1.134 1.889 -0.36 0.28 1.45
C -0.121 -0.203 2.817 0.84 -2.02 2.69
N 0.210 -1.051 3.575 -0.86 2.02 -2.26